[1]
Formula: C6H10N2S
Source: the Open Molecules 2025 dataset
Level of theory: ωB97M-V/def2-TZVPD

Each line ends with the natural charge from an NBO analysis.
Geometry (Å):
C: -0.41 0.07 -0.10  0.075
C: 0.94 0.57 -0.32  -0.499
C: 1.42 1.23 0.96  -0.508
C: 0.55 -1.18 1.81  -0.392
C: -1.38 -0.13 -0.93  -0.139
C: -1.30 -0.06 -2.37  -0.644
N: -0.63 -0.56 1.23  -0.120
N: -1.73 -0.80 1.70  -0.239
S: 1.99 -0.05 2.08  0.164
H: 0.91 1.22 -1.17  0.234
H: 1.82 0.01 -0.71  0.234
H: 2.16 1.95 0.87  0.234
H: 0.53 1.59 1.48  0.214
H: 1.01 -2.02 1.29  0.227
H: 0.24 -1.41 2.86  0.255
H: -2.32 -0.49 -0.46  0.241
H: -0.32 -0.38 -2.74  0.214
H: -1.45 1.00 -2.64  0.225
H: -2.03 -0.57 -2.82  0.223

Calculated values
ΔE to the lowest compared entry with this formula, charge and spin: 3.347 eV
Lowest unoccupied orbital energy: 0.6 eV
Multiplicity: 1
Kohn-Sham gap: 8.542 eV
E_HOMO: -0.2920 Ha

---

[2]
Formula: C36H86MnO20P
Source: the Open Molecules 2025 dataset
Level of theory: ωB97M-V/def2-TZVPD

Each line ends with the Mulliken spin population.
Geometry (Å):
Mn: -2.16 -1.42 1.05  4.836
O: -1.02 -0.14 0.12  0.108
H: -0.64 0.46 -0.55  0.029
C: -1.33 -0.67 -3.35  0.005
O: -2.07 -0.93 -4.52  0.000
C: -1.69 -2.08 -5.26  0.000
C: -2.94 -2.74 -5.94  0.000
O: -3.82 -3.15 -4.94  0.000
C: -4.86 -4.03 -5.32  0.000
C: -5.70 -4.29 -4.06  -0.001
O: -6.60 -3.16 -3.88  0.000
C: -7.24 -3.20 -2.65  0.000
H: -1.63 -1.51 -2.72  0.000
H: -1.63 0.30 -2.95  -0.001
H: -0.25 -0.64 -3.51  -0.001
H: -1.19 -2.91 -4.75  0.000
H: -0.98 -1.76 -6.02  0.000
H: -2.47 -3.52 -6.55  0.000
H: -3.36 -2.10 -6.73  0.000
H: -4.36 -4.90 -5.72  0.000
H: -5.49 -3.60 -6.10  0.000
H: -5.02 -4.44 -3.22  0.000
H: -6.20 -5.24 -4.22  0.000
H: -7.85 -2.32 -2.40  0.000
H: -6.55 -3.34 -1.82  0.001
H: -7.96 -4.01 -2.57  0.000
C: 3.72 7.89 -6.50  0.000
O: 4.65 7.28 -5.54  0.000
C: 4.17 7.32 -4.22  0.000
C: 2.93 6.56 -3.90  0.000
O: 3.21 5.18 -4.07  0.000
C: 2.15 4.40 -4.59  0.000
C: 0.88 4.30 -3.69  0.000
O: 1.26 3.62 -2.56  0.000
C: 0.12 3.37 -1.74  0.000
H: 4.13 7.83 -7.51  0.000
H: 3.49 8.95 -6.38  0.000
H: 2.80 7.33 -6.59  0.000
H: 3.97 8.37 -4.01  0.000
H: 4.94 6.90 -3.57  0.000
H: 2.11 6.86 -4.56  0.000
H: 2.70 6.82 -2.87  0.000
H: 2.53 3.41 -4.82  0.000
H: 1.88 4.90 -5.51  0.000
H: 0.08 3.92 -4.32  0.000
H: 0.49 5.25 -3.34  0.000
H: -0.52 4.24 -1.59  0.000
H: 0.46 2.98 -0.78  -0.001
H: -0.48 2.56 -2.16  -0.001
C: -2.92 -6.06 -2.59  0.000
O: -3.09 -5.62 -1.23  0.000
C: -1.95 -5.10 -0.50  0.015
C: -1.39 -3.72 -0.94  0.016
O: -2.29 -2.62 -0.70  -0.008
C: -3.59 -2.58 -1.23  0.004
C: -4.11 -1.16 -1.22  -0.003
O: -4.03 -0.59 0.07  0.053
C: -4.63 0.70 0.17  -0.006
H: -2.23 -6.90 -2.65  0.000
H: -2.62 -5.25 -3.25  0.000
H: -3.88 -6.51 -2.84  0.000
H: -1.05 -5.71 -0.48  0.003
H: -2.32 -4.92 0.51  -0.009
H: -1.17 -3.85 -2.01  0.004
H: -0.39 -3.57 -0.52  -0.015
H: -4.20 -3.19 -0.56  -0.005
H: -3.61 -3.01 -2.23  -0.007
H: -5.15 -1.27 -1.51  0.000
H: -3.72 -0.55 -2.03  0.002
H: -5.68 0.75 -0.11  0.002
H: -3.98 1.39 -0.37  0.002
H: -4.68 0.84 1.25  -0.001
C: 4.12 -1.05 9.00  0.000
O: 3.59 0.13 9.54  0.000
C: 2.51 0.70 8.81  0.000
C: 2.90 1.28 7.36  0.000
O: 1.85 2.11 6.87  0.000
C: 2.09 2.45 5.53  0.000
C: 1.70 1.31 4.56  0.000
O: 1.69 1.79 3.22  0.000
C: 1.24 0.83 2.33  -0.007
H: 5.11 -1.36 9.37  0.000
H: 4.48 -0.89 7.99  0.000
H: 3.45 -1.91 9.07  0.000
H: 2.08 1.52 9.39  0.000
H: 1.69 -0.01 8.68  0.000
H: 3.01 0.43 6.68  0.000
H: 3.89 1.74 7.40  0.000
H: 3.09 2.82 5.31  0.000
H: 1.43 3.27 5.26  0.000
H: 0.76 0.85 4.86  0.000
H: 2.51 0.59 4.56  0.000
H: 0.92 1.38 1.45  0.007
H: 0.38 0.28 2.71  0.009
H: 2.07 0.13 2.24  0.000
C: 2.70 0.04 -1.20  0.010
O: 3.74 -0.74 -1.87  0.044
C: 4.95 -0.02 -2.09  0.083
C: 6.12 -0.91 -2.73  0.032
O: 6.75 -1.80 -1.80  0.627
C: 5.90 -2.64 -1.04  0.025
C: 6.76 -3.90 -0.64  0.024
O: 7.11 -4.65 -1.85  0.034
C: 8.25 -5.51 -1.66  0.000
H: 2.99 0.33 -0.19  0.000
H: 1.76 -0.48 -1.03  -0.001
H: 2.43 0.98 -1.70  0.000
H: 5.35 0.38 -1.16  0.001
H: 4.73 0.76 -2.82  0.008
H: 6.89 -0.26 -3.16  -0.001
H: 5.65 -1.45 -3.56  0.045
H: 5.02 -2.95 -1.60  0.005
H: 5.51 -2.11 -0.17  0.060
H: 6.21 -4.54 0.05  0.001
H: 7.68 -3.50 -0.21  -0.002
H: 8.03 -6.20 -0.85  0.004
H: 9.16 -5.08 -1.24  0.002
H: 8.58 -6.12 -2.51  0.001
C: -1.92 3.93 1.60  0.000
C: -1.57 3.05 2.76  0.004
O: -2.86 2.58 3.15  0.002
P: -2.94 1.05 3.54  0.004
O: -2.54 0.01 2.55  -0.035
O: -2.00 1.00 4.86  -0.009
C: -1.93 2.06 5.77  0.000
C: -2.08 1.40 7.12  0.000
O: -4.46 0.89 4.11  0.001
C: -5.06 -0.42 4.12  -0.004
C: -4.24 -1.40 5.04  -0.002
H: -1.09 4.40 1.07  0.000
H: -2.43 3.28 0.89  0.000
H: -2.58 4.73 1.93  0.000
H: -0.98 2.27 2.28  -0.001
H: -1.10 3.69 3.50  0.000
H: -0.89 2.38 5.64  0.000
H: -2.52 2.98 5.70  0.000
H: -3.13 1.10 7.13  0.000
H: -1.46 0.51 7.18  0.000
H: -1.85 2.12 7.91  0.000
H: -6.08 -0.35 4.48  0.000
H: -5.12 -0.82 3.10  0.007
H: -3.26 -1.57 4.59  0.000
H: -4.03 -0.95 6.01  0.000
H: -4.74 -2.35 5.20  0.000

Calculated values
Lowest unoccupied orbital energy (alpha / beta): -4.8 / -10.2 eV
Multiplicity: 7
Kohn-Sham gap (alpha / beta): 7.630 / 2.199 eV
Net charge: +2
E_HOMO (alpha / beta): -0.4555 / -0.4555 Ha